DFT (wB97M-V/def2-TZVPD) results for a molecular structure, C30H38AuGe2N8P.

The geometry in ORCA input format:
```
! RIJCOSX wB97M-V def2-TZVPD def2/J DEFGRID3
* xyz 3 2
H 2.982 1.549 -2.619
Ge -0.816 -2.208 -2.992
H -0.866 4.123 4.536
H 5.612 -3.241 -3.441
Ge 0.814 -1.225 -0.936
H -0.567 -4.710 -2.612
C 3.350 0.932 0.513
C 4.663 1.324 -1.220
H -3.076 2.287 4.702
C 4.723 -2.826 -2.982
H -5.096 3.726 -1.166
N 0.531 2.975 0.898
C -3.141 -0.712 3.430
Au 0.544 1.259 -0.579
C 0.556 -3.803 2.951
H -4.275 4.123 0.350
C -2.033 1.532 -2.130
H -4.588 2.079 3.789
H 3.027 0.719 1.518
C -2.285 0.978 2.333
H 1.700 5.388 2.785
H 0.951 -4.018 -3.256
C -4.573 3.313 -0.308
C -2.366 -1.162 2.396
H 0.158 -3.952 -0.403
H -0.431 -4.274 -4.322
C 3.376 1.361 -1.636
H -2.157 -2.184 2.127
C 0.585 -2.147 0.729
C 2.432 -1.789 -1.812
N -1.456 1.581 -0.881
H -2.439 -2.815 -1.141
H 3.149 -2.701 0.015
C 1.556 3.828 1.202
C 4.496 -3.013 -1.624
H -1.556 1.074 -2.976
H 0.547 -4.446 3.821
H 0.223 -1.360 -5.147
H -5.234 2.630 0.220
C 0.319 -3.516 0.578
H -1.888 4.991 3.364
C -0.466 3.229 1.740
N 4.620 1.050 0.128
C 0.832 -1.612 1.991
C 0.293 -4.339 1.695
H -4.189 0.989 5.122
H 5.587 1.470 -1.753
H 5.420 0.955 0.737
C 0.837 -2.450 3.097
C -0.587 -1.015 -4.508
H 3.991 -1.978 -4.819
H 1.976 -1.026 -3.780
H -3.708 -1.235 4.183
H -2.525 -1.066 -1.458
H -0.411 5.739 3.981
N -3.094 0.645 3.381
C -0.137 -3.991 -3.307
N 2.565 1.115 -0.540
C -3.776 1.561 4.297
P -2.198 2.667 1.697
H -3.982 2.313 -2.838
C 3.810 -2.118 -3.761
H -3.280 -2.213 -2.579
H -1.510 -1.051 -5.094
H -0.398 0.022 -4.232
N -0.091 4.232 2.578
H 1.011 -0.550 2.115
H 5.207 -3.566 -1.023
N -1.838 -0.108 1.712
C -2.428 -2.047 -1.913
H 0.083 -5.395 1.585
C -3.237 2.147 -2.079
C 1.181 4.608 2.254
H 1.050 -2.045 4.078
C -2.293 2.259 -0.080
C -0.867 4.799 3.684
C 3.339 -2.515 -1.036
N -3.385 2.598 -0.795
C 2.667 -1.598 -3.176
H 2.480 3.849 0.647
*
```

Summary:
Expectation value of S²: 0.76
E_HOMO (spin up / spin down): -15.96 / -15.97 eV



DFT (wB97M-V/def2-TZVPD) results for C4H12N2O in the gas phase in a non-equilibrium geometry.

The geometry in ORCA input format:
```
! RIJCOSX wB97M-V def2-TZVPD def2/J DEFGRID3
* xyz 0 1
H -0.789 -1.802 0.511
H 0.012 0.211 -3.155
H 0.776 0.960 2.056
N -0.501 0.848 -2.574
O 0.789 0.229 2.681
N 0.855 1.084 0.048
C -0.997 0.256 -1.297
C 0.496 -0.994 2.047
C -0.506 -0.823 0.931
H 1.842 0.895 0.175
H -1.720 1.016 -1.009
H -1.475 -0.405 1.210
H -1.513 -0.649 -1.637
H 0.832 1.691 -0.767
C 0.143 -0.131 -0.356
H 1.328 -1.632 1.727
H -0.062 -1.544 2.813
H -0.190 1.791 -2.659
H 0.679 -0.999 -0.744
*
```

Summary:
E_HOMO: -9.15 eV



DFT (wB97M-V/def2-TZVPD) results for a molecular structure, C21H19FeN6S5.

The geometry in ORCA input format:
```
! RIJCOSX wB97M-V def2-TZVPD def2/J DEFGRID3
* xyz -1 1
C -0.220 -2.736 -1.421
H -3.759 -1.423 0.974
H -0.059 3.021 0.215
C -0.309 -3.601 2.252
H 3.115 -3.665 4.183
N 0.794 1.132 0.351
H 0.582 2.648 1.825
C 2.308 -2.824 -2.501
C -3.073 0.546 1.497
Fe -0.524 -0.451 -0.178
C -1.311 1.771 1.362
S -0.235 2.313 -2.466
C 1.287 -4.709 3.715
C -4.015 -0.474 1.424
H 2.382 -0.765 -1.823
N -2.253 2.545 1.973
S 1.558 1.752 -3.324
H -6.598 1.189 2.880
C 1.928 0.621 1.104
C 0.577 -2.530 2.172
C 2.172 -3.649 3.651
C 1.816 -1.694 -1.874
H -4.919 3.006 3.014
N 2.406 -1.359 2.586
H 3.331 -1.073 2.851
S -1.397 0.658 -2.008
S 3.051 1.822 -1.889
C 1.792 -2.568 2.867
C 0.219 -3.913 -2.038
C -3.407 1.782 2.064
H -6.034 -0.985 1.881
C -4.669 2.047 2.578
N -1.752 0.583 1.079
H 1.847 -4.852 -3.054
N 0.600 -1.669 -1.330
C -5.275 -0.215 1.931
H 2.730 0.454 0.370
H -1.234 -3.575 1.693
S -1.769 -2.426 -0.712
H 2.311 1.339 1.838
H 1.544 -5.579 4.307
H 1.165 1.447 -0.560
H -0.449 -4.762 -2.092
C -5.598 1.025 2.499
N 0.476 -1.320 1.490
C 0.066 -4.683 3.026
H -2.152 3.516 2.203
H -0.596 -5.537 3.098
C 0.050 2.230 0.963
H 3.296 -2.812 -2.938
C 1.577 -0.672 1.750
C 1.491 -3.950 -2.570
*
```

Summary:
E_HOMO: -3.17 eV



DFT (wB97M-V/def2-TZVPD) results for a molecular structure, C36H49N5OsP2Si in a non-equilibrium geometry.

The geometry in ORCA input format:
```
! RIJCOSX wB97M-V def2-TZVPD def2/J DEFGRID3
* xyz 2 5
H 0.226 -3.317 2.485
H 0.073 -1.187 -0.672
C -6.247 3.326 -1.221
H -0.071 4.170 -3.448
P -0.584 1.285 -3.442
H 6.976 2.945 2.955
H 0.900 3.628 -7.664
C 5.232 0.377 4.406
C -5.561 -2.352 -0.154
C 4.845 2.613 2.741
Si 2.830 -1.682 4.964
H -6.034 -2.892 0.640
H 1.755 1.307 -0.646
H -0.745 -2.726 -6.465
Os 1.323 0.146 2.486
H 4.670 3.500 2.125
C -0.449 -2.099 -5.633
C 6.124 2.312 3.227
C 0.607 3.467 -6.645
H -0.433 0.473 -0.836
H -6.686 4.219 -0.796
C 0.300 -2.602 1.652
H -6.029 0.620 -3.148
C 0.225 2.243 -6.086
H -0.943 -1.255 2.865
H 3.450 -1.616 1.949
H 5.375 -0.486 5.069
C -2.332 1.388 -4.033
C -6.747 2.589 -2.342
C 0.501 -1.327 -3.708
H -2.763 -0.673 -3.487
C -5.097 2.675 -0.776
H 2.115 -0.262 -1.367
H -4.419 2.905 0.027
C 3.938 0.634 3.848
H 0.320 -1.756 4.994
N -4.218 -0.933 -1.290
H 4.112 -3.779 4.880
H 3.154 -2.005 7.402
C -4.559 -1.396 -0.003
H -2.720 2.412 -3.878
H 0.792 5.499 -5.691
H -0.207 0.264 4.635
H 1.069 -1.193 -2.793
C -5.929 1.469 -2.484
C -3.201 0.329 -3.338
C -0.176 -1.236 2.085
C 0.233 -0.183 -0.255
H -4.935 -1.387 -3.291
C 0.142 3.798 -4.441
C 2.555 -0.112 0.733
N -0.236 -0.272 -4.281
C 0.249 1.018 3.965
H 4.333 -0.832 6.770
C 3.764 1.790 3.052
C 0.395 -2.447 -4.526
C 2.525 -1.364 1.420
H 2.733 1.950 2.656
H -0.395 -2.990 0.900
H -4.194 0.382 -3.815
H -0.545 1.692 3.593
H -7.584 2.846 -2.981
C 6.311 1.193 4.061
C -5.038 -1.583 -2.228
H 7.311 0.959 4.446
N 2.862 -0.223 3.932
H -1.065 0.600 1.368
H 0.869 -3.413 -4.364
H -4.035 -1.021 0.862
H 3.755 -3.230 3.230
C 4.057 -2.895 4.229
C 1.718 -2.587 1.052
H 1.650 -2.705 -0.043
C 1.699 0.220 -0.465
C -5.859 -2.461 -1.550
H 2.641 -0.337 7.031
H 3.505 0.440 0.763
H -1.435 -0.149 -6.100
H 1.060 -2.991 6.032
P -3.317 0.526 -1.500
H -2.362 1.200 -5.120
C -0.813 -0.769 -5.461
C 0.549 4.449 -5.596
C -0.227 -0.099 1.196
C 1.143 -2.477 5.060
C 3.290 -1.163 6.706
N 0.019 2.424 -4.710
H 1.011 -3.238 4.284
H 2.264 -3.478 1.418
H 0.973 1.611 4.555
H 5.059 -2.456 4.160
H 0.091 1.276 -6.542
H -6.604 -3.077 -2.034
N -4.881 1.544 -1.564
*
```

Summary:
Expectation value of S²: 6.07
E_HOMO (spin up / spin down): -11.73 / -11.73 eV



Number 1: M 883.851 u, calculated total energy -6234.01233 Eh. Number 2: M 104.153 u, calculated total energy -344.32000 Eh. Number 3: M 571.605 u, calculated total energy -4395.05567 Eh. Number 4: M 832.087 u, calculated total energy -2737.13120 Eh.